# 1
{
  "formula": "C2H7NO",
  "method": "the ωB97M-V functional and the def2-TZVPD basis",
  "elements": ["N", "H", "H", "H", "C", "C", "O", "H", "H", "H", "H"],
  "positions_angstrom": [[-0.359, -2.088, 1.799], [-0.498, -2.086, 2.806], [-0.938, -2.859, 1.494], [0.610, -2.307, 1.639], [0.471, 2.097, -1.736], [0.021, 1.319, -0.759], [-0.030, -0.040, -0.966], [0.567, 3.167, -1.706], [0.784, 1.584, -2.638], [-0.362, 1.649, 0.198], [-0.267, -0.437, -0.131]],
  "forces_ev_per_a": [[-0.462, 0.237, 0.392], [0.162, 0.290, -0.075], [0.150, -0.146, -0.382], [0.183, -0.255, -0.104], [0.065, -0.387, -0.047], [0.041, -0.144, -0.585], [0.050, 0.616, 0.059], [-0.169, 0.073, 0.286], [0.064, 0.142, -0.067], [0.112, 0.151, 0.014], [-0.197, -0.576, 0.509]],
  "e_homo_ev": -8.7,
  "e_above_lowest_kcal_mol": 20.50,
  "total_energy_ev": -5724.353,
  "gap_ev": 9.558,
  "smiles": "C=CO.N"
}

# 2
{
  "formula": "C2H7NO",
  "method": "the ωB97M-V functional and the def2-TZVPD basis",
  "elements": ["O", "H", "C", "C", "N", "H", "H", "H", "H", "H", "H"],
  "positions_angstrom": [[-2.449, 0.662, 0.134], [-1.698, 0.102, -0.112], [0.844, -0.564, 0.220], [1.903, 0.059, 0.704], [0.186, -0.213, -0.998], [0.361, -1.349, 0.783], [2.319, 0.887, 0.141], [2.294, -0.197, 1.685], [0.223, 0.788, -1.168], [-3.013, 0.130, 0.712], [0.487, -0.655, -1.853]],
  "forces_ev_per_a": [[-0.213, -0.097, 0.245], [-0.047, -0.029, -0.172], [0.190, -0.060, -0.409], [-0.213, 0.156, 0.195], [-0.483, 0.704, 0.092], [0.026, -0.309, -0.008], [0.260, -0.043, 0.154], [0.025, 0.132, -0.224], [0.132, -0.100, 0.100], [0.228, 0.132, -0.193], [0.095, -0.486, 0.219]],
  "e_homo_ev": -9.6,
  "e_above_lowest_kcal_mol": 21.67,
  "total_energy_ev": -5724.302,
  "gap_ev": 10.643,
  "smiles": "C=CN.O"
}

# 3
{
  "formula": "C2H7NO2",
  "method": "the ωB97M-V functional and the def2-TZVPD basis",
  "elements": ["O", "C", "C", "N", "H", "H", "H", "H", "H", "H", "H", "O"],
  "positions_angstrom": [[-0.860, 1.103, -0.454], [-0.935, -0.190, -0.469], [0.315, -1.015, -0.586], [0.136, -2.463, -0.345], [-1.906, -0.711, -0.492], [1.017, -0.585, 0.153], [0.814, -0.815, -1.558], [0.918, -2.812, 0.185], [0.107, -2.966, -1.227], [-0.492, 3.054, 1.804], [0.865, 3.531, 1.340], [0.021, 3.868, 1.651]],
  "forces_ev_per_a": [[0.175, 0.021, 0.071], [-0.258, -0.148, 0.109], [-0.193, 0.692, 0.140], [-0.168, 0.161, -0.221], [0.105, -0.102, -0.025], [0.113, -0.254, 0.039], [0.097, -0.193, -0.095], [0.127, -0.169, -0.033], [0.062, 0.054, 0.197], [0.146, 0.297, -0.468], [-0.059, -0.091, -0.207], [-0.148, -0.267, 0.492]],
  "charge": -1,
  "e_homo_ev": [0.5, -3.0],
  "e_above_lowest_kcal_mol": 25.08,
  "s2": 0.754,
  "total_energy_ev": -7771.039,
  "gap_ev": [3.907, 7.298],
  "spin_multiplicity": 2
}